Entry from the OMol25 dataset: the ion C4H4NO7S2 with charge -1 at a distorted geometry (ωB97M-V/def2-TZVPD).

```
18
Properties=species:S:1:pos:R:3:forces:R:3:lowdin_charge:R:1
C 0.158474 -1.332312 -0.413050 0.6538 -1.7935 -0.3543 -0.06
C -1.063014 -0.628711 -0.274777 -0.8469 0.2538 -0.2250 -0.06
C 1.155172 -0.632234 0.229534 -0.9735 -0.5721 0.0458 -0.38
C -0.781114 0.517942 0.396429 0.1624 -0.2315 -1.1525 -0.41
N 0.610941 0.560032 0.693150 -1.9940 0.0801 -0.0713 -0.13
O -0.978625 3.715036 -0.546925 0.2999 0.8801 1.3669 -0.32
O 2.519698 1.222129 1.959235 0.3260 0.6861 0.4951 -0.45
O 0.761783 3.019463 1.184905 0.7772 -1.3952 1.4027 -0.55
O 0.172377 5.464260 0.943649 -1.4425 -0.4009 0.7913 -0.30
O 1.240101 4.577488 -0.942520 0.3263 -0.9011 -0.1972 -0.31
O 2.378035 -1.060805 0.541736 1.4193 -0.6052 -0.0182 0.05
O -1.650820 1.443495 0.754787 -1.5497 -0.2226 1.7723 0.04
S 1.104812 1.586238 1.953345 -0.2629 2.0023 -2.3039 1.00
S 0.198448 4.373138 0.021486 1.1216 -0.4885 -1.3024 0.51
H 0.152748 -2.349570 -0.901602 0.6995 1.3757 0.7755 0.11
H -2.052641 -0.991727 -0.648110 1.1198 0.7421 0.4200 0.12
H 2.894892 -0.523691 1.175823 -0.9655 0.3306 -0.5364 0.09
H -1.624574 2.379632 0.534822 1.1290 0.2597 -0.9084 0.06
```
Positions in Å, forces in eV/Å.

The frontier orbital gap is 7.4 eV. The value obtained for the LUMO energy is 3.16 eV. Its charge is -1. The energy above the lowest of the compared OMol25 structures with the same formula, charge and spin comes out at 0.0 kJ/mol. The max |F| comes out at 3.064 eV/A.

=====

Entry from the OMol25 dataset: a cluster of 2 separate species, C4H4O in total at a distorted geometry (ωB97M-V/def2-TZVPD).

```
9
Properties=species:S:1:pos:R:3:forces:R:3:lowdin_charge:R:1
C -1.846645 0.245258 -0.906379 -0.0514 -0.5848 0.0983 0.03
C -1.408223 0.452779 0.411132 1.1697 1.5142 2.8586 -0.16
C -1.328063 -0.773847 -0.037711 0.7929 -1.4944 -0.4356 -0.14
H -1.027030 1.050739 1.328186 -1.1462 -0.7625 -2.0000 0.14
H -0.849999 -1.778542 0.164641 -1.1371 1.2549 -0.4472 0.12
C 1.627212 0.139770 -0.292885 0.8292 2.7479 0.9800 -0.12
O 1.480106 0.639547 0.790799 -0.2139 -0.2500 0.8791 -0.02
H 1.146856 -0.775494 -0.498161 -0.2501 -1.4172 -0.9976 0.05
H 2.205788 0.799792 -0.959624 0.0069 -1.0083 -0.9355 0.10
```
Positions in Å, forces in eV/Å.

The frontier orbital gap is 9.7 eV. The value obtained for the LUMO energy is 0.50 eV. As for the SMILES: C1=CC=1.C=O. The energy above the lowest of the compared OMol25 structures with the same formula, charge and spin comes out at 477.5 kJ/mol. The max |F| comes out at 3.440 eV/A.

=====

Entry from the OMol25 dataset: the molecule C4H4O (ωB97M-V/def2-TZVPD).

```
9
Properties=species:S:1:pos:R:3:forces:R:3:lowdin_charge:R:1
C 1.986267 0.352896 0.737263 -0.4056 -0.1761 -0.1677 0.12
C 0.973272 -0.114611 0.284198 0.4311 0.1663 0.1960 -0.15
C -0.290441 -0.660087 -0.224287 -0.0568 -0.0766 0.0693 -0.17
C -1.315992 0.458397 -0.377930 -0.2778 0.0722 0.2094 -0.26
O -2.236322 0.615233 0.381685 0.3633 -0.1096 -0.3424 0.06
H 2.883551 0.755719 1.159265 -0.2247 -0.0947 -0.1445 0.03
H -0.131575 -1.150840 -1.193924 -0.0001 0.1396 0.1405 0.12
H -0.704147 -1.396014 0.473309 0.1229 0.1152 -0.0619 0.12
H -1.164614 1.139309 -1.239576 0.0478 -0.0363 0.1014 0.13
```
Positions in Å, forces in eV/Å.

The frontier orbital gap is 10.9 eV. The value obtained for the LUMO energy is 0.93 eV. As for the SMILES: C#CCC=O. The energy above the lowest of the compared OMol25 structures with the same formula, charge and spin comes out at 148.3 kJ/mol. The max |F| comes out at 0.511 eV/A.